[1]
The following is a DFT calculation (the ωB97M-V functional and the def2-TZVPD basis) of the molecule H4SSi2.

Properties
HOMO level = -8.856 eV
HOMO-LUMO gap = 9.2 eV
SMILES = [SiH2]1[SiH2]S1
Relative energy (zero: lowest compared OMol25 entry of this formula, charge and spin) = 27.9 kJ/mol
Charge = 0

Last columns: bonded neighbours and bond lengths (Å).
Cartesian coordinates (Å):
1 Si 0.8234 0.7669 0.2733  Si2 2.243, S3 2.153, H4 1.540, H5 1.392
2 Si -1.0426 -0.3281 -0.3177  Si1 2.243, S3 2.206, H6 1.448, H7 1.434
3 S 0.9700 -1.1090 -0.7724  Si1 2.153, Si2 2.206
4 H 1.9398 1.6868 -0.2549  Si1 1.540
5 H 0.8185 0.4355 1.6253  Si1 1.392
6 H -1.5441 -1.0116 0.8567  Si2 1.448
7 H -1.9650 -0.4405 -1.4103  Si2 1.434

Results of the natural (NBO) charge analysis, in e, for atoms 1 through 5: 0.54 0.58 -0.59 -0.09 -0.16

---

[2]
The following is a DFT calculation (the ωB97M-V functional and the def2-TZVPD basis) of a 2-piece molecular cluster, H4SSi2 overall.

Properties
HOMO level = -8.840 eV
HOMO-LUMO gap = 7.2 eV
Relative energy (zero: lowest compared OMol25 entry of this formula, charge and spin) = 302.2 kJ/mol
Charge = 0

Last columns: bonded neighbours and bond lengths (Å).
Cartesian coordinates (Å):
1 Si -1.6605 -0.3370 -0.1117  H4 1.573, H5 1.446
2 Si 1.4061 0.3609 -0.2486  S3 1.972, H6 1.505, H7 1.544
3 S 3.1540 -0.0776 0.5518  Si2 1.972
4 H -1.1527 -1.2066 1.0972  Si1 1.573
5 H -3.1035 -0.4284 -0.1061  Si1 1.446
6 H 0.9217 0.3823 -1.6733  Si2 1.505
7 H 0.4348 1.3064 0.4908  Si2 1.544

Results of the natural (NBO) charge analysis, in e, for atoms 1 through 5: 0.58 0.87 -0.60 -0.25 -0.26

---

[3]
The following is a DFT calculation (the ωB97M-V functional and the def2-TZVPD basis) of the molecule H4SSi2.

Properties
HOMO level = -9.378 eV
HOMO-LUMO gap = 9.9 eV
SMILES = [SiH2]1[SiH2]S1
Relative energy (zero: lowest compared OMol25 entry of this formula, charge and spin) = 0.0 kJ/mol
Charge = 0

Last columns: bonded neighbours and bond lengths (Å).
Cartesian coordinates (Å):
1 Si -0.1064 -1.1470 -0.0170  Si2 2.291, S3 2.214, H4 1.531, H5 1.409
2 Si -0.1562 1.1434 0.0088  Si1 2.291, S3 2.164, H6 1.526, H7 1.443
3 S -1.9970 0.0049 0.0088  Si1 2.214, Si2 2.164
4 H 0.2755 -2.1423 -1.1155  Si1 1.531
5 H -0.0675 -2.0188 1.0887  Si1 1.409
6 H 0.1610 2.1484 1.1120  Si2 1.526
7 H -0.0189 1.8666 -1.2319  Si2 1.443

Results of the natural (NBO) charge analysis, in e, for atoms 1 through 5: 0.55 0.56 -0.56 -0.13 -0.16

---

[4]
The following is a DFT calculation (the ωB97M-V functional and the def2-TZVPD basis) of a 25-piece molecular cluster, H50O25 overall.

Properties
HOMO level = -9.286 eV
HOMO-LUMO gap = 8.8 eV
Relative energy (zero: lowest compared OMol25 entry of this formula, charge and spin) = 314.2 kJ/mol
Charge = 0

Last columns: bonded neighbours and bond lengths (Å).
Cartesian coordinates (Å):
1 O -0.3730 -0.5071 5.7926  H2 0.957, H3 0.957
2 H -0.9053 -0.9680 6.4411  O1 0.957
3 H 0.5296 -0.6510 6.0769  O1 0.957
4 O 3.6380 2.5957 -2.1219  H5 0.957, H6 0.957
5 H 4.4113 2.8128 -2.6426  O4 0.957
6 H 2.9055 2.6838 -2.7319  O4 0.957
7 O 5.0245 -0.8074 3.7831  H8 0.957, H9 0.957
8 H 4.4879 -0.5216 3.0438  O7 0.957
9 H 4.4325 -0.7782 4.5348  O7 0.957
10 O 3.7492 -1.6120 -3.7770  H11 0.957, H12 0.957
11 H 3.4778 -0.9158 -4.3753  O10 0.957
12 H 3.3492 -2.4049 -4.1342  O10 0.957
13 O 1.5235 -0.9785 -1.8170  H14 0.957, H15 0.957
14 H 2.1979 -0.3935 -1.4718  O13 0.957
15 H 2.0119 -1.6821 -2.2444  O13 0.957
16 O -1.8575 1.4458 4.4503  H17 0.957, H18 0.957
17 H -1.5374 0.6414 4.8586  O16 0.957
18 H -1.3378 1.5325 3.6511  O16 0.957
19 O 0.6347 -1.4861 2.7561  H20 0.957, H21 0.957
20 H 0.2974 -2.3729 2.8827  O19 0.957
21 H 0.5755 -1.0810 3.6214  O19 0.957
22 O 2.8572 0.2565 -5.5343  H23 0.957, H24 0.957
23 H 2.4181 0.5038 -4.7205  O22 0.957
24 H 3.2683 1.0649 -5.8404  O22 0.957
25 O -4.1327 1.7827 -0.4790  H26 0.957, H27 0.957
26 H -4.6950 2.1661 -1.1521  O25 0.957
27 H -3.3079 1.6016 -0.9299  O25 0.957
28 O -3.9195 0.9838 2.2804  H29 0.957, H30 0.957
29 H -3.6094 0.1018 2.0750  O28 0.957
30 H -4.0304 1.4039 1.4275  O28 0.957
31 O -0.8090 4.1667 2.1541  H32 0.957, H33 0.957
32 H -0.4873 3.2688 2.0731  O31 0.957
33 H -1.6956 4.1373 1.7944  O31 0.957
34 O -5.5373 -1.3034 0.5580  H35 0.957, H36 0.957
35 H -6.0062 -0.4698 0.5951  O34 0.957
36 H -4.6253 -1.0740 0.7364  O34 0.957
37 O 0.9016 0.6275 -3.6768  H38 0.957, H39 0.957
38 H 0.8215 -0.0683 -3.0243  O37 0.957
39 H 0.1332 1.1800 -3.5339  O37 0.957
40 O -1.3688 -3.6965 2.6263  H41 0.957, H42 0.957
41 H -1.3924 -4.6525 2.5827  O40 0.957
42 H -1.7440 -3.4860 3.4814  O40 0.957
43 O 3.0275 -0.4140 2.2196  H44 0.957, H45 0.957
44 H 3.2645 -0.5821 1.3076  O43 0.957
45 H 2.2044 -0.8864 2.3446  O43 0.957
46 O 0.7408 2.6446 -0.7006  H47 0.957, H48 0.957
47 H 1.3356 2.7691 -1.4402  O46 0.957
48 H 1.3178 2.5219 0.0533  O46 0.957
49 O -1.6685 1.6072 -2.2845  H50 0.957, H51 0.957
50 H -1.9046 0.7259 -2.5742  O49 0.957
51 H -1.0328 1.4669 -1.5828  O49 0.957
52 O -0.6679 -2.4490 -4.9047  H53 0.957, H54 0.957
53 H -0.5890 -3.3715 -4.6617  O52 0.957
54 H -0.2223 -2.3844 -5.7494  O52 0.957
55 O -4.2996 -2.6804 -1.9017  H56 0.957, H57 0.957
56 H -4.8657 -3.4464 -1.8069  O55 0.957
57 H -4.3638 -2.2289 -1.0601  O55 0.957
58 O 2.7705 3.2250 0.9918  H59 0.957, H60 0.957
59 H 3.7022 3.0064 0.9711  O58 0.957
60 H 2.5636 3.3061 1.9229  O58 0.957
61 O -0.1179 1.5387 2.1025  H62 0.957, H63 0.957
62 H 0.7603 1.8246 1.8511  O61 0.957
63 H -0.3118 0.8112 1.5115  O61 0.957
64 O 3.7354 0.2350 -0.5374  H65 0.957, H66 0.957
65 H 4.5289 0.1020 -0.0188  O64 0.957
66 H 3.9177 1.0167 -1.0588  O64 0.957
67 O -2.7440 -1.4370 1.3673  H68 0.957, H69 0.957
68 H -1.8602 -1.2296 1.0637  O67 0.957
69 H -2.6908 -2.3479 1.6565  O67 0.957
70 O -0.2490 -0.7358 0.1835  H71 0.957, H72 0.957
71 H 0.3304 -0.8333 -0.5721  O70 0.957
72 H 0.2478 -1.1010 0.9156  O70 0.957
73 O -2.3305 -0.8605 -3.1476  H74 0.957, H75 0.957
74 H -1.7507 -1.4311 -3.6521  O73 0.957
75 H -3.0524 -1.4288 -2.8790  O73 0.957

Results of the Löwdin charge analysis, in e, for atoms 1 through 5: -0.03 0.06 0.06 -0.02 0.06

---

[5]
The following is a DFT calculation (the ωB97M-V functional and the def2-TZVPD basis) of a 27-piece molecular cluster, H54O27 overall.

Properties
HOMO level = -10.814 eV
HOMO-LUMO gap = 10.7 eV
Relative energy (zero: lowest compared OMol25 entry of this formula, charge and spin) = 53.5 kJ/mol
Charge = 0

Last columns: bonded neighbours and bond lengths (Å).
Cartesian coordinates (Å):
1 O 13.7769 14.0106 8.9547  H2 0.977, H3 0.957
2 H 12.8028 13.9336 8.9500  O1 0.977
3 H 13.9965 14.6969 9.5848  O1 0.957
4 O 7.2995 16.2513 11.9034  H5 0.968, H6 0.950
5 H 7.4609 16.2509 10.9494  O4 0.968
6 H 6.5243 16.7805 12.0513  O4 0.950
7 O 11.1059 10.6836 8.4041  H8 0.955, H9 1.000
8 H 11.5348 10.1740 7.7190  O7 0.955
9 H 10.1874 10.3199 8.5617  O7 1.000
10 O 9.2042 7.1174 10.4863  H11 0.984, H12 0.973
11 H 9.3935 7.5792 11.3342  O10 0.984
12 H 9.9056 6.4460 10.5512  O10 0.973
13 O 6.8068 12.6478 10.3508  H14 0.976, H15 0.951
14 H 7.2302 12.0812 11.0232  O13 0.976
15 H 6.2258 13.2344 10.8234  O13 0.951
16 O 10.2161 8.1724 12.8449  H17 0.965, H18 0.972
17 H 10.1503 7.7844 13.7257  O16 0.965
18 H 10.9380 8.8215 12.7979  O16 0.972
19 O 15.0353 13.4812 6.6264  H20 0.974, H21 0.955
20 H 15.9437 13.8205 6.5384  O19 0.974
21 H 14.6742 13.8589 7.4260  O19 0.955
22 O 7.1957 16.8537 8.1189  H23 0.976, H24 0.951
23 H 7.5972 16.8068 7.2308  O22 0.976
24 H 7.7749 17.2881 8.7355  O22 0.951
25 O 10.9967 16.9465 10.3365  H26 1.003, H27 0.960
26 H 11.9476 16.7667 10.5990  O25 1.003
27 H 10.5616 16.1922 9.9323  O25 0.960
28 O 8.3530 10.0318 8.7639  H29 0.977, H30 0.961
29 H 8.1348 9.0814 8.8259  O28 0.977
30 H 7.8790 10.3868 8.0075  O28 0.961
31 O 8.9401 18.3037 9.7974  H32 0.977, H33 0.963
32 H 9.8827 18.0697 9.9071  O31 0.977
33 H 8.7218 18.9034 10.5179  O31 0.963
34 O 13.7608 8.7824 8.2549  H35 0.957, H36 0.958
35 H 14.0499 8.1844 7.5654  O34 0.957
36 H 14.0496 8.3140 9.0388  O34 0.958
37 O 7.9872 15.6796 5.4116  H38 0.978, H39 0.949
38 H 7.2319 15.5294 4.8090  O37 0.978
39 H 8.7698 15.2383 5.1057  O37 0.949
40 O 10.5908 14.8899 6.1137  H41 0.966, H42 0.974
41 H 11.3338 14.3005 5.9282  O40 0.966
42 H 10.2298 14.6050 6.9728  O40 0.974
43 O 10.3583 13.3236 11.9816  H44 0.991, H45 0.983
44 H 10.2955 14.1903 12.4581  O43 0.991
45 H 10.9449 13.4664 11.2062  O43 0.983
46 O 13.5590 16.6857 11.6746  H47 0.967, H48 0.975
47 H 14.1574 15.9382 11.8132  O46 0.967
48 H 13.4029 17.0236 12.5755  O46 0.975
49 O 11.5849 10.7158 12.6771  H50 0.962, H51 0.994
50 H 11.4809 11.5574 13.1304  O49 0.962
51 H 12.1112 10.9411 11.8641  O49 0.994
52 O 6.3015 12.5893 7.4731  H53 0.972, H54 0.970
53 H 6.7920 13.4061 7.2831  O52 0.972
54 H 6.4739 12.4127 8.4117  O52 0.970
55 O 14.4647 8.1727 11.0111  H56 0.946, H57 0.941
56 H 14.9704 7.7877 11.7119  O55 0.946
57 H 13.9742 8.8936 11.3651  O55 0.941
58 O 8.5355 14.7051 9.4136  H59 0.962, H60 0.981
59 H 7.8281 14.0648 9.5362  O58 0.962
60 H 8.1431 15.3546 8.7912  O58 0.981
61 O 13.1490 10.5832 10.4871  H62 0.958, H63 0.990
62 H 13.5619 11.3351 10.0604  O61 0.958
63 H 12.6475 10.1971 9.7257  O61 0.990
64 O 9.8848 16.0353 12.9557  H65 0.984, H66 0.965
65 H 8.9528 15.8645 12.6899  O64 0.984
66 H 10.2611 16.3989 12.1448  O64 0.965
67 O 12.8164 13.3205 4.9224  H68 0.948, H69 0.967
68 H 13.1052 12.5852 4.3976  O67 0.948
69 H 13.5730 13.4403 5.5134  O67 0.967
70 O 15.8621 14.9817 11.2301  H71 0.958, H72 0.987
71 H 16.2317 14.1379 10.9679  O70 0.958
72 H 16.3604 15.6751 10.7356  O70 0.987
73 O 11.0443 13.4980 8.9824  H74 0.996, H75 1.003
74 H 10.0904 13.6738 9.2085  O73 0.996
75 H 11.0168 12.5209 8.7594  O73 1.003
76 O 8.3175 11.3216 12.2747  H77 0.972, H78 0.968
77 H 9.1823 11.7484 12.1562  O76 0.972
78 H 8.6102 10.4067 12.3946  O76 0.968
79 O 15.7744 10.7174 7.8573  H80 0.947, H81 0.957
80 H 15.5063 11.3977 7.2552  O79 0.947
81 H 15.0057 10.1713 8.0183  O79 0.957

Results of the Löwdin charge analysis, in e, for atoms 1 through 5: -0.04 0.02 0.02 -0.03 0.02

---

[6]
The following is a DFT calculation (the ωB97M-V functional and the def2-TZVPD basis) of a 2-piece molecular cluster, H5N2PS2 overall.

Properties
HOMO level = -9.605 eV
HOMO-LUMO gap = 10.1 eV
Relative energy (zero: lowest compared OMol25 entry of this formula, charge and spin) = 111.0 kJ/mol
Charge = 0

Last columns: bonded neighbours and bond lengths (Å).
Cartesian coordinates (Å):
1 N -0.6260 1.1128 -0.6391  P3 1.550, H6 1.009
2 N -2.7631 0.3271 0.5953  P3 1.642, H7 1.008, H8 1.007
3 P -1.3604 -0.1469 -0.1143  N1 1.550, N2 1.642, S4 1.937
4 S -1.0002 -2.0494 -0.0505  P3 1.937
5 S 3.7173 -0.8751 0.1579  H9 1.328, H10 1.329
6 H 0.2610 0.8984 -1.0694  N1 1.009
7 H -3.4649 -0.3638 0.8098  N2 1.008
8 H -3.0550 1.2828 0.4697  N2 1.007
9 H 4.9333 -0.5899 -0.2942  S5 1.328
10 H 3.3580 0.4041 0.1348  S5 1.329

Results of the natural (NBO) charge analysis, in e, for atoms 1 through 5: -1.21 -1.17 1.64 -0.51 -0.27

---

[7]
The following is a DFT calculation (the ωB97M-V functional and the def2-TZVPD basis) of the molecule H5N3S.

Properties
HOMO level = -8.512 eV
HOMO-LUMO gap = 9.4 eV
SMILES = NNSN
Relative energy (zero: lowest compared OMol25 entry of this formula, charge and spin) = 41.9 kJ/mol
Charge = 0

Last columns: bonded neighbours and bond lengths (Å).
Cartesian coordinates (Å):
1 N -1.7024 -0.2515 0.1558  N2 1.335, H5 0.962, H6 1.027
2 N -0.5994 -0.5152 -0.5478  N1 1.335, S3 1.650, H7 1.074
3 S 0.8163 -0.9445 0.1837  N2 1.650, N4 1.741
4 N 1.6605 0.5212 -0.2294  S3 1.741, H8 0.999, H9 0.995
5 H -1.8716 -0.9659 0.7772  N1 0.962
6 H -1.6538 0.6587 0.6298  N1 1.027
7 H -0.5458 -0.3607 -1.6088  N2 1.074
8 H 2.0285 1.0649 0.5240  N4 0.999
9 H 2.3792 0.3248 -0.8891  N4 0.995

Results of the natural (NBO) charge analysis, in e, for atoms 1 through 5: -0.64 -0.66 0.52 -1.00 0.34

---

[8]
The following is a DFT calculation (the ωB97M-V functional and the def2-TZVPD basis) of the molecule H5N3S.

Properties
HOMO level (spin up / spin down) = -4.376 / -9.142 eV
HOMO-LUMO gap (spin up / spin down) = 5.2 / 6.8 eV
Relative energy (zero: lowest compared OMol25 entry of this formula, charge and spin) = 362.3 kJ/mol
Charge = 0
Spin multiplicity = 3

Last columns: bonded neighbours and bond lengths (Å).
Cartesian coordinates (Å):
1 N 0.6524 -0.9915 0.1919  N3 1.427, H5 1.012, H6 1.011
2 N 0.5021 1.5368 0.0797  N3 1.637, H7 1.016, H8 1.024
3 N -0.1406 0.0827 -0.3105  N1 1.427, N2 1.637, S4 1.691
4 S -1.7805 -0.0297 0.0845  N3 1.691, H9 1.413
5 H 0.0633 -1.7480 0.5157  N1 1.012
6 H 1.2863 -1.3053 -0.5304  N1 1.011
7 H 0.1525 1.7275 1.0147  N2 1.016
8 H 1.4513 1.1612 0.1615  N2 1.024
9 H -2.1868 -0.4339 -1.2071  S4 1.413

Results of the natural (NBO) charge analysis, in e, for atoms 1 through 5: -0.63 -0.65 -0.20 -0.07 0.38

---

Q: Which total energy values were calculated for the entries above? A: -26654.5648; -26651.7218; -26654.8542; -52001.5010; -56164.1580; -34021.2646; -15384.6956; -15379.3719, in eV.